Entry 1:
{"formula": "C12H29Ba2F6O9", "method": "ωB97M-V/def2-TZVPD", "species": ["Ba", "Ba", "O", "H", "C", "O", "O", "C", "F", "F", "F", "C", "C", "H", "H", "H", "H", "H", "H", "C", "O", "O", "C", "F", "F", "F", "C", "C", "H", "H", "H", "H", "H", "H", "C", "O", "H", "H", "H", "H", "C", "O", "H", "H", "H", "H", "C", "O", "H", "H", "H", "H", "C", "O", "H", "H", "H", "H"], "coordinates": [[-1.95260, -2.00207, -1.02266], [1.69203, -0.47668, -1.71982], [-0.76237, 0.50407, -1.45416], [-0.85863, 0.61004, -0.48771], [1.22295, -2.36037, 1.60065], [0.83929, -3.74579, 1.67860], [0.42425, -1.87323, 0.55615], [1.17466, -1.64057, 2.99164], [1.57942, -0.36619, 2.98347], [-0.01067, -1.72596, 3.50290], [1.95998, -2.24847, 3.89069], [1.76027, -4.69091, 2.17689], [1.30080, -6.20305, 2.16402], [2.16057, -6.86603, 2.26069], [0.67346, -6.41649, 3.02946], [0.72563, -6.44772, 1.27104], [1.97140, -4.46387, 3.22187], [2.65713, -4.65514, 1.55849], [2.25990, -2.36802, 1.26486], [4.23096, 1.25503, 0.16428], [2.82305, 1.42163, 0.36096], [4.42197, 0.19688, -0.74379], [4.98517, 2.60371, -0.19515], [4.55068, 3.20328, -1.31171], [4.94107, 3.49421, 0.84549], [6.27573, 2.37095, -0.50207], [2.26382, 2.24630, 1.48322], [0.70885, 2.27130, 1.17516], [0.61619, 2.59490, 0.13844], [0.33279, 1.25226, 1.26599], [0.06949, 2.98221, 1.69852], [2.65594, 3.26302, 1.50814], [2.43159, 1.77872, 2.45344], [4.58046, 0.96221, 1.15433], [-2.39551, -0.04322, 2.08037], [-3.27107, -0.35849, 0.96573], [-1.34682, -0.20420, 1.83052], [-2.62577, 0.95186, 2.46105], [-2.67830, -0.77437, 2.83770], [-4.12230, 0.04594, 1.14862], [-3.04734, 3.12377, -0.50459], [-1.75732, 3.14239, -1.08919], [-2.97842, 2.67936, 0.48831], [-3.27439, 4.18511, -0.40406], [-3.74575, 2.66101, -1.20186], [-1.56665, 2.21937, -1.27157], [-1.16326, 1.05397, -4.91437], [-1.58383, 1.73996, -3.75522], [-0.95020, -0.01117, -4.82375], [-1.84895, 1.21199, -5.74681], [-0.28477, 1.51492, -5.36588], [-1.18499, 1.37523, -2.96181], [-4.40488, 0.08802, -3.37415], [-3.52118, -0.09382, -2.24257], [-3.84737, 0.37951, -4.26427], [-4.94870, -0.83421, -3.57871], [-5.19508, 0.81690, -3.19408], [-2.96234, 0.67001, -2.08174]], "forces_ev_per_a": [[-0.211, 0.984, 1.231], [-0.232, 0.721, 1.591], [0.572, -1.748, 0.546], [0.237, 0.283, -0.396], [-0.335, -1.623, -2.032], [-1.028, 0.645, 0.326], [0.055, 1.392, -0.246], [0.706, -1.271, -0.170], [-0.144, 0.481, -0.709], [-2.323, 0.518, 0.344], [0.806, -0.346, -0.358], [0.620, -1.564, 0.649], [-0.573, 1.407, 0.139], [0.110, 0.249, -0.229], [-0.133, 0.116, -0.061], [0.177, -0.040, -0.105], [0.430, 0.048, -0.141], [0.362, 0.268, 0.112], [0.655, 0.247, 0.304], [-1.486, -0.559, -0.118], [0.029, 0.496, -0.417], [-0.147, 2.238, 1.396], [1.891, 1.124, -0.879], [-1.281, -0.289, 0.685], [-0.317, -1.523, -1.251], [-0.547, -0.611, 1.141], [-1.841, 0.071, -0.268], [1.592, -0.083, -0.729], [-0.084, -0.086, -0.175], [-0.118, 0.012, 0.169], [0.503, -0.135, 0.560], [0.206, -0.232, -0.397], [0.374, -0.255, -0.277], [0.999, -0.424, 0.146], [-1.104, -0.717, 0.649], [0.978, -0.077, -0.731], [-0.156, 0.192, -0.275], [0.396, 0.047, -0.153], [0.437, 0.186, 0.401], [-0.182, -0.036, -0.185], [0.658, 1.194, -0.260], [0.275, -0.385, 0.023], [-0.536, -0.253, 0.072], [-0.542, -0.191, 0.191], [-0.406, -0.135, 0.374], [0.525, 0.115, -0.203], [0.480, 0.839, -0.839], [-0.499, -0.205, -0.590], [-0.256, -0.322, 0.343], [-0.650, -0.284, 0.404], [0.593, 0.070, 0.376], [0.347, -0.096, 0.072], [-0.230, 0.183, -0.300], [-0.372, -1.156, -0.011], [0.041, 0.008, 0.150], [0.391, -0.234, 0.229], [0.310, 0.250, 0.311], [-0.025, 0.494, -0.428]], "nbo_charge": [1.920, 1.918, -1.389, 0.473, 0.323, -0.557, -1.105, 0.928, -0.333, -0.305, -0.316, -0.072, -0.622, 0.234, 0.220, 0.205, 0.190, 0.154, 0.116, 0.209, -0.629, -0.285, 0.960, -0.299, -0.297, -0.291, -0.072, -0.642, 0.227, 0.189, 0.259, 0.218, 0.209, 0.263, -0.275, -0.820, 0.190, 0.204, 0.201, 0.510, -0.258, -0.725, 0.148, 0.212, 0.160, 0.455, -0.274, -0.738, 0.129, 0.211, 0.177, 0.485, -0.258, -0.840, 0.199, 0.191, 0.204, 0.511], "e_tot_ev": -49018.7758, "spin_multiplicity": 2, "charge": 2, "orbital_gap_ha": [0.28043, 0.20184], "lumo_ev": [-7.2, -9.3]}



Entry 2:
{"formula": "C46H40BrClKN4O6Sb", "method": "ωB97M-V/def2-TZVPD", "species": ["K", "O", "C", "C", "C", "C", "C", "C", "C", "O", "N", "N", "C", "C", "Br", "C", "C", "C", "C", "C", "C", "C", "H", "H", "H", "H", "H", "H", "H", "H", "H", "H", "H", "H", "H", "H", "O", "Cl", "O", "O", "O", "C", "N", "C", "C", "C", "C", "C", "N", "C", "C", "C", "C", "C", "C", "H", "H", "H", "H", "H", "H", "H", "H", "H", "H", "H", "C", "C", "C", "C", "C", "C", "Sb", "C", "C", "C", "C", "C", "C", "C", "C", "C", "C", "C", "C", "H", "H", "H", "H", "H", "H", "H", "H", "H", "H", "H", "H", "H", "H", "H"], "coordinates": [[-1.25016, -0.48553, -0.27082], [0.97686, 4.25645, -2.85264], [1.61833, 4.34570, -1.64015], [2.46223, 5.41397, -1.36607], [3.08254, 5.50976, -0.12577], [2.84664, 4.54125, 0.83595], [1.99424, 3.48363, 0.54244], [1.37896, 3.35090, -0.69091], [0.46552, 2.12748, -0.93535], [0.25643, 1.40728, 0.14682], [1.16705, 1.38608, -2.04129], [0.44722, 0.51219, -2.74070], [1.07439, -0.38133, -3.41212], [0.38136, -1.38177, -4.20801], [-1.39718, -1.78587, -3.70289], [0.92761, -2.10009, -5.19905], [2.27286, -1.93903, -5.76407], [2.90016, -3.07518, -6.29268], [4.16425, -3.00603, -6.85140], [4.83667, -1.79130, -6.90153], [4.22281, -0.65586, -6.39653], [2.95399, -0.72316, -5.83902], [1.23258, 5.01569, -3.38061], [2.63118, 6.17381, -2.12475], [3.74185, 6.34414, 0.08394], [3.32291, 4.60744, 1.80646], [1.76755, 2.69980, 1.25674], [-0.45099, 2.49919, -1.44564], [2.10553, 1.07284, -1.79549], [2.16114, -0.46986, -3.36451], [0.35669, -2.92057, -5.61665], [2.38188, -4.02505, -6.24307], [4.62573, -3.90572, -7.23998], [5.82922, -1.72958, -7.33047], [4.73205, 0.29957, -6.43474], [2.48564, 0.17926, -5.46896], [0.94303, -3.73120, -1.44921], [0.95365, -2.90095, -0.27908], [1.83422, -3.44623, 0.71444], [1.36915, -1.54672, -0.62376], [-0.39651, -2.79345, 0.26977], [-3.95104, 0.76407, -2.65570], [-3.57963, 0.44877, -1.29913], [-4.26321, 1.01329, -0.37269], [-4.12511, 0.87415, 1.04775], [-5.02232, 1.44438, 1.96739], [-4.55824, 1.07218, 3.22984], [-3.41979, 0.28903, 2.98785], [-3.14420, 0.16127, 1.68304], [-4.71787, -0.34831, -3.33692], [-5.39534, -0.09841, -4.52799], [-6.06071, -1.11173, -5.19927], [-6.06259, -2.40114, -4.68527], [-5.40043, -2.65786, -3.49394], [-4.73723, -1.63975, -2.82235], [-3.03311, 0.92514, -3.23523], [-4.53650, 1.69571, -2.72658], [-5.07408, 1.70758, -0.65689], [-5.88084, 2.05650, 1.72606], [-4.96826, 1.32980, 4.19581], [-2.78280, -0.16214, 3.73931], [-5.39264, 0.90834, -4.93273], [-6.57851, -0.89438, -6.12637], [-6.57740, -3.19896, -5.20691], [-5.39405, -3.65815, -3.07889], [-4.23111, -1.83801, -1.88667], [-0.67903, 2.56909, 6.67912], [-0.95770, 1.21444, 6.77004], [-0.67712, 0.36764, 5.70387], [-0.11671, 0.85812, 4.52926], [0.15127, 2.22406, 4.44908], [-0.12217, 3.07328, 5.51120], [0.29559, -0.34055, 2.78941], [0.21522, -2.20975, 3.87557], [1.27133, -2.82989, 4.53522], [1.08662, -4.02791, 5.21282], [-0.16488, -4.62855, 5.24193], [-1.22370, -4.03032, 4.57516], [-1.02935, -2.83650, 3.89167], [2.41563, -0.05130, 2.92863], [3.10844, 0.15862, 1.73893], [4.47557, 0.41035, 1.75673], [5.16263, 0.45131, 2.96011], [4.48137, 0.24356, 4.15303], [3.11473, 0.00050, 4.13258], [-0.89967, 3.23063, 7.50895], [-1.39885, 0.80662, 7.67284], [-0.89770, -0.68998, 5.79844], [0.57322, 2.64106, 3.53982], [0.09258, 4.13163, 5.41822], [2.26147, -2.39013, 4.50675], [1.92781, -4.49820, 5.71016], [-0.30847, -5.56657, 5.76628], [-2.20241, -4.49625, 4.56823], [-1.86497, -2.40508, 3.34881], [2.56358, 0.13013, 0.80213], [4.99840, 0.57877, 0.82265], [6.22834, 0.65215, 2.97084], [5.01139, 0.27772, 5.09829], [2.58530, -0.13205, 5.07099]], "forces_ev_per_a": [[-0.327, 0.097, -0.158], [0.016, -0.090, 0.081], [-0.139, -0.032, -0.068], [0.043, 0.027, 0.050], [0.002, 0.000, 0.001], [0.040, 0.046, 0.008], [-0.022, -0.136, -0.013], [0.032, 0.124, -0.025], [0.054, 0.231, 0.030], [0.346, 0.326, 0.153], [-0.071, -0.131, -0.229], [0.208, 0.246, 0.089], [-0.204, -0.181, 0.016], [0.315, 0.072, 0.051], [-0.134, 0.065, -0.054], [-0.079, -0.033, -0.011], [-0.028, -0.150, 0.019], [0.010, 0.092, -0.009], [-0.030, 0.012, 0.015], [0.060, -0.038, -0.030], [-0.037, 0.061, 0.027], [0.065, 0.066, -0.036], [0.021, 0.092, -0.067], [-0.005, 0.002, -0.006], [0.001, 0.012, -0.015], [-0.007, -0.015, 0.013], [0.015, 0.023, 0.015], [0.022, -0.025, -0.014], [-0.051, -0.052, 0.070], [-0.035, 0.011, 0.010], [-0.047, 0.004, 0.059], [-0.007, -0.012, 0.003], [0.030, 0.010, -0.009], [0.002, -0.012, -0.004], [0.012, -0.004, -0.013], [-0.013, -0.026, -0.034], [0.006, -0.104, -0.201], [-0.322, 0.613, 0.316], [0.115, -0.060, 0.086], [0.137, -0.420, -0.036], [0.400, -0.741, -0.064], [0.115, 0.029, -0.039], [-0.182, 0.042, 0.084], [-0.108, 0.121, 0.012], [-0.053, -0.087, -0.213], [0.074, 0.114, 0.113], [-0.134, -0.005, -0.002], [0.157, -0.033, -0.026], [-0.224, -0.061, 0.056], [-0.016, -0.015, -0.034], [0.054, 0.018, 0.014], [-0.020, 0.025, -0.035], [-0.007, -0.052, 0.007], [-0.001, -0.002, 0.009], [-0.025, -0.012, 0.035], [-0.020, 0.028, 0.004], [-0.048, -0.047, 0.031], [0.008, -0.026, -0.013], [-0.001, 0.015, -0.004], [-0.023, 0.002, -0.004], [0.006, -0.019, 0.006], [-0.001, 0.003, -0.016], [-0.006, -0.005, -0.004], [-0.004, 0.004, -0.010], [-0.006, -0.016, -0.009], [0.017, 0.023, 0.008], [0.003, 0.043, 0.008], [-0.030, -0.063, 0.027], [0.024, -0.022, 0.046], [0.125, 0.083, 0.113], [-0.009, 0.063, -0.021], [0.007, 0.011, -0.011], [-0.091, -0.280, -0.235], [-0.043, 0.091, 0.053], [0.070, -0.012, -0.004], [0.004, -0.024, 0.000], [0.018, -0.013, 0.016], [-0.021, 0.000, -0.018], [-0.069, -0.077, 0.007], [0.022, 0.117, 0.035], [0.021, -0.053, 0.009], [-0.036, -0.009, -0.060], [0.066, 0.010, 0.013], [-0.009, -0.003, -0.018], [0.017, 0.086, 0.075], [-0.005, -0.002, 0.002], [0.001, 0.022, 0.010], [0.002, -0.009, -0.015], [-0.011, -0.020, -0.027], [-0.007, 0.005, 0.023], [-0.032, -0.011, 0.003], [-0.008, -0.008, 0.002], [0.000, 0.004, 0.002], [0.013, -0.016, 0.013], [0.016, 0.048, -0.011], [-0.006, 0.005, -0.024], [0.024, 0.002, 0.007], [-0.004, -0.008, 0.004], [0.009, 0.012, 0.003], [-0.007, 0.015, -0.012]], "lowdin_charge": [0.582, 0.045, -0.274, -0.058, -0.125, -0.101, -0.023, -0.084, -0.514, -0.372, 0.015, 0.029, -0.244, -0.620, 0.861, -0.132, -0.215, -0.047, -0.105, -0.118, -0.095, -0.044, 0.086, 0.097, 0.087, 0.091, 0.091, 0.141, 0.137, 0.124, 0.089, 0.108, 0.093, 0.089, 0.097, 0.109, -0.352, 0.626, -0.344, -0.416, -0.487, -0.224, -0.052, -0.136, -0.369, -0.112, -0.144, -0.241, 0.003, -0.224, -0.059, -0.111, -0.119, -0.091, -0.072, 0.105, 0.109, 0.116, 0.075, 0.062, 0.058, 0.106, 0.089, 0.088, 0.099, 0.108, -0.120, -0.108, -0.130, -0.371, -0.122, -0.103, 1.610, -0.363, -0.114, -0.105, -0.118, -0.100, -0.140, -0.352, -0.123, -0.089, -0.117, -0.111, -0.146, 0.087, 0.091, 0.088, 0.094, 0.093, 0.081, 0.090, 0.086, 0.094, 0.091, 0.071, 0.098, 0.087, 0.089, 0.095], "e_tot_ev": -172017.8766, "relative_energy_kj_mol": 142.9, "charge": -2, "orbital_gap_ha": 0.22375, "lumo_ev": 4.0}



Entry 3:
{"formula": "C6H10OS", "method": "ωB97M-V/def2-TZVPD", "species": ["C", "C", "C", "C", "O", "H", "H", "H", "H", "H", "H", "C", "C", "S", "H", "H", "H", "H"], "coordinates": [[0.95051, -1.39134, -1.18745], [1.52244, -0.52985, -0.05785], [1.35035, -1.10229, 1.29633], [1.77829, 0.77866, -0.27036], [2.01172, 1.92462, -0.41583], [1.43170, -2.32074, -1.01424], [1.29464, -0.88908, -2.07316], [-0.10233, -1.51874, -1.19563], [1.49971, -0.31053, 2.02292], [1.89814, -2.03933, 1.53442], [0.27468, -1.52800, 1.53486], [-1.84533, 1.86823, 0.31574], [-2.09752, 0.65572, -0.50641], [-2.25611, -0.92349, -0.17153], [-1.04478, 2.32493, -0.07592], [-1.71309, 1.61936, 1.43262], [-2.78886, 2.60179, 0.34837], [-2.16418, 0.78008, -1.51689]], "forces_ev_per_a": [[1.912, 1.610, 0.504], [-1.185, 1.318, -0.909], [-1.866, -1.078, 1.724], [-0.282, -0.745, 0.680], [-0.150, -1.465, -0.018], [0.377, -1.154, -0.530], [-0.075, -0.490, -0.977], [-0.865, 0.078, 0.188], [0.330, -0.324, 0.536], [0.532, 0.889, -0.359], [1.492, 1.277, -0.962], [-4.797, -1.213, 3.706], [-0.259, -1.246, 1.939], [-0.155, 0.593, 0.834], [2.980, 2.139, -1.247], [0.125, 0.206, -1.768], [1.990, -1.516, -0.572], [-0.103, 1.122, -2.769]], "nbo_charge": [-0.588, -0.326, -0.617, 0.709, -0.473, 0.210, 0.211, 0.218, 0.219, 0.218, 0.218, -0.676, -0.225, 0.028, 0.229, 0.229, 0.242, 0.175], "e_tot_ev": -19263.9780, "relative_energy_kj_mol": 294.4, "smiles": "CC(C)=C=O.CC=S", "charge": 0, "orbital_gap_ha": 0.30231, "lumo_ev": -0.2}



Entry 4:
{"formula": "C6H7NO2", "method": "ωB97M-V/def2-TZVPD", "species": ["N", "C", "C", "C", "C", "C", "O", "C", "H", "H", "H", "H", "H", "O", "H", "H"], "coordinates": [[2.47134, -0.65658, -0.81734], [1.49565, -0.44357, -0.17843], [0.05986, -0.18678, -0.04904], [-0.91055, -1.17023, 0.64191], [-1.99292, -0.42204, -0.12738], [-1.49580, 1.02128, -0.21232], [-0.27299, 1.10026, 0.52776], [-1.00165, 0.02099, -1.18992], [-0.78452, -2.18830, 0.25754], [-0.90830, -1.15473, 1.73986], [-3.04147, -0.68645, -0.25703], [-2.11580, 1.90910, -0.31367], [-0.96738, -0.04155, -2.27450], [3.25241, 0.88891, 1.10988], [2.61400, 1.60717, 0.97460], [3.59814, 0.40253, 0.16806]], "forces_ev_per_a": [[-3.270, 0.125, 2.153], [2.194, -0.980, -3.974], [0.133, -0.040, 0.934], [0.014, -0.102, 0.225], [-0.331, -0.078, -0.022], [-0.021, 0.129, 0.043], [0.040, 0.003, 0.077], [0.078, -0.005, -0.540], [-0.023, 0.230, 0.064], [0.004, 0.031, -0.284], [0.360, 0.060, 0.015], [0.207, -0.305, 0.023], [-0.007, 0.012, 0.324], [1.941, -1.411, -2.152], [0.507, -0.355, -0.733], [-1.826, 2.687, 3.848]], "nbo_charge": [-0.341, 0.344, 0.130, -0.375, -0.252, 0.072, -0.480, -0.244, 0.223, 0.219, 0.239, 0.227, 0.247, -0.987, 0.474, 0.505], "e_tot_ev": -11915.7055, "relative_energy_kj_mol": 456.0, "charge": 0, "orbital_gap_ha": 0.39280, "lumo_ev": 0.5}